ORCA calculation (ωB97M-V/def2-TZVPD) on a structure of composition C33H28FeN5O5S.

Each line ends with the Löwdin charge.
CARTESIAN COORDINATES (ANGSTROEM)
Fe  0.682531  0.687858  0.919715  0.573
O  -3.235601  1.823773  0.817445  0.051
C  -2.084002  1.506653  1.066537  -0.455
N  -0.934009  1.929207  0.455128  0.048
C  -0.713214  3.297393  0.626355  -0.210
C  -1.642803  4.313052  0.411417  -0.039
C  -1.301957  5.642607  0.658592  -0.144
C  -0.034313  5.967103  1.112522  -0.147
C  0.904572  4.960445  1.343697  -0.042
C  0.571336  3.632676  1.103984  -0.198
N  1.409129  2.521456  1.258055  0.046
C  2.683046  2.649412  0.796853  -0.443
O  3.504611  3.518986  1.061103  0.041
C  2.959499  1.697465  -0.346724  -0.155
C  4.060296  1.845803  -1.174900  0.001
C  4.129253  1.076040  -2.324163  -0.077
C  3.095029  0.200443  -2.619721  -0.060
C  2.025672  0.103895  -1.739263  -0.099
N  1.985179  0.832910  -0.628300  0.069
C  -1.761752  0.756790  2.336301  -0.159
C  -2.707358  0.512661  3.320311  0.002
C  -2.278880  0.015813  4.535251  -0.075
C  -0.922780  -0.210637  4.733272  -0.060
C  -0.043202  0.037396  3.696373  -0.101
N  -0.464997  0.511323  2.526026  0.043
H  -2.623818  4.042095  0.044662  0.094
H  -2.035345  6.423430  0.485414  0.077
H  0.231113  7.001701  1.302795  0.076
H  1.893359  5.186536  1.718005  0.091
H  4.815039  2.567292  -0.895968  0.111
H  4.976792  1.167404  -2.994314  0.095
H  3.102413  -0.402966  -3.517953  0.096
H  1.172332  -0.547555  -1.878811  0.073
H  -3.742347  0.728880  3.097673  0.113
H  -2.989465  -0.186552  5.328862  0.094
H  -0.544998  -0.585734  5.675357  0.094
H  1.023608  -0.114027  3.766612  0.095
C  -4.220526  -3.903194  -5.089349  -0.078
C  -3.550126  -3.174863  -3.952664  -0.298
C  -4.251938  -2.278272  -3.162260  -0.033
C  -3.646097  -1.597152  -2.108024  -0.198
C  -4.467860  -0.679250  -1.242962  -0.040
C  -2.286442  -1.793255  -1.856812  -0.033
C  -1.555113  -2.687033  -2.652068  -0.195
C  -0.085148  -2.923673  -2.424467  -0.042
C  -2.203339  -3.374200  -3.673921  -0.036
C  -1.635160  -1.074501  -0.675410  -0.660
O  -2.193400  -1.221368  0.424550  -0.004
O  -0.630474  -0.366849  -0.934116  -0.103
H  -5.304059  -3.778945  -5.047800  0.062
H  -4.002160  -4.973557  -5.062677  0.067
H  -3.882525  -3.529816  -6.060444  0.069
H  -5.308507  -2.110227  -3.357250  0.101
H  -5.418929  -0.448538  -1.729906  0.066
H  -3.943159  0.248765  -1.016668  0.071
H  -4.657778  -1.145126  -0.275458  0.084
H  0.175463  -2.945791  -1.367259  0.043
H  0.500525  -2.115696  -2.868834  0.066
H  0.224198  -3.858969  -2.897930  0.069
H  -1.633159  -4.080902  -4.272417  0.104
S  0.926318  -1.776542  1.179904  0.723
C  2.519851  -1.151987  1.749211  -0.957
N  3.545652  -1.477711  0.718406  0.046
C  4.854406  -1.659304  0.970100  -0.174
C  5.316404  -1.905774  2.218606  -0.149
C  4.319696  -2.072372  3.244460  -0.142
C  3.019407  -1.821445  3.013971  -0.091
H  3.213653  -1.422949  -0.229315  0.083
H  5.511529  -1.647859  0.105586  0.103
H  6.368615  -2.073953  2.395175  0.064
H  4.625408  -2.449517  4.217361  0.079
H  2.264462  -2.034737  3.760400  0.078
O  2.326344  0.195537  1.882082  -0.262

Cartesian forces (eV/Å) of the 2 atoms listed first:
Fe 0.641 0.591 0.453
O -0.104 0.076 0.048

The frontier orbital gap (alpha / beta) is 5.890 / 5.931 eV. For the LUMO energy (alpha / beta), the calculation gives 0.1623 / 0.1623 Ha. As for the total charge: -2. Its electronic energy is -3586.31298 Ha. As for the spin multiplicity: 2.

***

ORCA calculation (ωB97M-V/def2-TZVPD) on the ion C5H8N2O2S with charge +2 in a non-equilibrium geometry.

Each line ends with the Löwdin charge.
CARTESIAN COORDINATES (ANGSTROEM)
C  0.173432  -0.120718  -1.386942  0.151
C  0.839065  -0.312749  0.807398  0.031
C  1.652273  -0.428743  -1.304062  -0.026
C  -1.456322  0.340150  0.350825  -0.185
C  -1.974824  -0.685844  1.292945  -0.143
N  1.868409  -0.687374  0.157844  0.106
N  -0.227573  -0.148959  -0.143882  -0.088
O  -4.286259  -1.342286  2.741704  -0.087
O  -4.253658  0.659957  1.274348  -0.112
S  -3.754110  -0.518483  1.767892  1.040
H  -0.427726  0.295725  -2.200416  0.183
H  2.106713  -1.139738  -2.021634  0.164
H  2.133139  0.580716  -1.558236  0.196
H  -2.196522  0.684842  -0.496121  0.197
H  -1.228218  1.283796  0.816355  0.153
H  -1.889383  -1.624021  0.907116  0.092
H  -1.374920  -0.643228  2.232416  0.151
H  2.757585  -0.738888  0.636988  0.177

Cartesian forces (eV/Å) of the 2 atoms listed first:
C 1.696 -0.259 1.384
C -1.181 -0.666 2.679

The frontier orbital gap is 7.230 eV. For the LUMO energy, the calculation gives -0.3905 Ha. As for the total charge: +2. Its electronic energy is -852.65052 Ha. As for the spin multiplicity: 1.

***

ORCA calculation (ωB97M-V/def2-TZVPD) on a cluster of 2 separate species, C4H11ClNO3P in total in a non-equilibrium geometry.

Each line ends with the Löwdin charge.
CARTESIAN COORDINATES (ANGSTROEM)
O  3.044271  0.639528  1.169130  -0.363
P  2.110052  -0.837494  0.851212  0.929
O  3.047548  -1.650068  -0.420198  -0.371
C  0.475756  -0.196270  0.100362  -0.436
C  -0.168606  0.784212  1.263696  -0.164
C  -1.544268  1.209196  0.430627  -0.201
N  -1.962713  -0.180112  -0.089091  -0.470
Cl  -3.236520  -0.611860  1.016046  0.759
C  -0.806645  -1.202723  -0.081906  -0.166
H  2.598946  1.395977  0.648300  0.070
H  3.801084  -1.017414  -0.693282  0.074
H  0.734806  0.386914  -0.880699  0.107
H  0.494162  1.630090  1.725929  0.128
H  -0.618440  0.010827  2.038043  0.110
H  -1.204607  1.913731  -0.465505  0.157
H  -2.348100  1.865196  0.971329  0.126
H  -2.269010  -0.064313  -1.080407  0.141
H  -0.799801  -1.866726  -1.072587  0.161
H  -1.074876  -1.935652  0.813468  0.123
O  -0.302289  0.280053  -2.981545  -0.528
H  0.029249  -0.553093  -3.262923  -0.187

Cartesian forces (eV/Å) of the 2 atoms listed first:
O -2.989 -0.356 -2.304
P 1.828 -0.679 -0.088

The frontier orbital gap is 5.550 eV. For the LUMO energy, the calculation gives -0.0450 Ha. Its electronic energy is -1240.81005 Ha. As for the spin multiplicity: 1.

***

ORCA calculation (ωB97M-V/def2-TZVPD) on a structure of composition C46H31BrN4O11S2V in a non-equilibrium geometry.

Each line ends with the Löwdin charge.
CARTESIAN COORDINATES (ANGSTROEM)
V  0.631871  -0.141291  -0.621401  1.018
C  0.802724  -3.495104  7.007576  -0.040
C  0.307503  -2.677406  5.843057  -0.262
C  1.198359  -1.932176  5.073774  -0.039
C  0.762177  -1.195826  3.983305  -0.071
C  -0.587895  -1.206621  3.674375  -0.410
C  -1.499149  -1.954490  4.406140  -0.058
C  -1.042238  -2.683628  5.492446  -0.024
S  -1.199361  -0.237782  2.328929  1.121
O  0.053613  0.129664  1.527716  -0.566
C  -1.644075  1.277283  3.197497  -0.266
C  -1.065690  1.645402  4.434705  -0.027
C  -1.438113  2.812657  5.024814  -0.003
C  -2.400354  3.664661  4.425684  -0.152
C  -2.801454  4.878382  5.040992  -0.027
C  -3.714138  5.693045  4.439754  -0.067
C  -4.267632  5.343872  3.184000  -0.061
C  -3.896627  4.187631  2.563685  -0.011
C  -2.959063  3.311829  3.175792  -0.117
C  -2.550442  2.093983  2.554657  -0.162
C  -3.022413  1.759144  1.173106  -0.165
C  -4.327469  1.229780  0.947155  -0.111
C  -5.210166  0.942539  2.019718  -0.009
C  -6.427482  0.373574  1.778158  -0.062
C  -6.823149  0.068088  0.456275  -0.064
C  -5.992979  0.342198  -0.590925  -0.018
C  -4.724371  0.929225  -0.373045  -0.153
C  -3.827419  1.169730  -1.445534  0.002
C  -2.576199  1.639151  -1.219449  -0.048
C  -2.180472  1.936779  0.104491  -0.277
S  -0.492495  2.510975  0.383700  1.148
O  0.287008  1.850815  -0.771766  -0.522
C  -0.753979  4.188665  -0.137060  -0.358
C  -0.911396  5.127096  0.870977  -0.067
C  -1.184280  6.446055  0.531493  -0.028
C  -1.271797  6.834732  -0.800268  -0.260
C  -1.530028  8.271571  -1.170747  -0.045
C  -1.075083  5.873554  -1.794631  -0.023
C  -0.815862  4.554056  -1.475294  -0.048
H  1.654051  -3.015748  7.490293  0.081
H  1.130188  -4.479698  6.664558  0.088
H  0.018076  -3.644313  7.748348  0.079
H  2.253742  -1.937207  5.323464  0.123
H  1.450023  -0.619999  3.373673  0.123
H  -2.547649  -1.968085  4.124314  0.122
H  -1.742501  -3.273805  6.072709  0.118
H  -0.332118  1.004421  4.904171  0.113
H  -0.997940  3.105125  5.971394  0.122
H  -2.368765  5.146800  5.997932  0.116
H  -4.018108  6.615046  4.919445  0.107
H  -4.990314  6.000590  2.716118  0.108
H  -4.313054  3.922331  1.599482  0.125
H  -4.898346  1.165504  3.033303  0.119
H  -7.091971  0.146304  2.601656  0.106
H  -7.784440  -0.397380  0.280522  0.106
H  -6.283396  0.093038  -1.604949  0.119
H  -4.147019  0.938558  -2.455018  0.128
H  -1.875575  1.775061  -2.030924  0.116
H  -0.820822  4.830652  1.911161  0.113
H  -1.318492  7.181626  1.316382  0.117
H  -1.975049  8.819396  -0.340898  0.076
H  -2.196509  8.342316  -2.030758  0.081
H  -0.595636  8.769875  -1.437619  0.088
H  -1.125519  6.168697  -2.836715  0.120
H  -0.644442  3.816865  -2.249327  0.114
O  6.838064  -4.010009  0.967678  0.077
N  5.851465  -4.089627  0.263293  -0.355
O  5.542232  -5.069274  -0.384069  0.077
C  4.963256  -2.918780  0.189005  -0.136
C  5.298163  -1.782785  0.877590  0.077
C  4.461611  -0.679980  0.836100  -0.038
C  3.264318  -0.690547  0.097508  -0.233
O  2.362996  0.242845  0.075343  -0.131
C  3.016215  -1.887735  -0.632880  -0.093
C  3.813407  -2.991956  -0.583161  0.082
N  1.786528  -1.881963  -1.398390  -0.344
O  1.555348  -0.793784  -2.206485  -0.146
O  1.174883  -2.973033  -1.585818  0.043
N  4.857917  0.482526  1.653982  -0.344
O  5.979949  0.471987  2.129021  0.065
O  4.051564  1.369848  1.823671  0.100
H  6.201527  -1.741381  1.466208  0.132
H  3.563206  -3.892521  -1.124664  0.139
Br  1.766973  -4.702844  2.525545  0.779
C  0.090867  -4.456443  1.685480  -0.641
C  -0.852069  -5.467447  1.706985  -0.177
N  -2.021199  -5.363760  1.071814  0.084
C  -2.275758  -4.233954  0.414185  -0.064
C  -1.399690  -3.157021  0.370675  -0.107
C  -0.185008  -3.277509  1.023965  -0.081
C  -1.849482  -1.897891  -0.316907  -0.528
O  -3.024136  -1.666690  -0.453080  0.111
O  -0.888820  -1.086659  -0.747263  -0.168
H  -0.663348  -6.389724  2.242877  0.103
H  -3.219441  -4.175569  -0.114259  0.124
H  0.544260  -2.479602  1.018485  0.094

Cartesian forces (eV/Å) of the 2 atoms listed first:
V 1.161 1.216 -0.169
C -0.016 0.020 -0.122

The frontier orbital gap (alpha / beta) is 7.200 / 8.162 eV. For the LUMO energy (alpha / beta), the calculation gives -0.0280 / -0.0282 Ha. Its electronic energy is -7132.42366 Ha. As for the spin multiplicity: 4.

***

ORCA calculation (ωB97M-V/def2-TZVPD) on the ion C4H7O2Se with charge -1 in a non-equilibrium geometry.

Each line ends with the Löwdin charge.
CARTESIAN COORDINATES (ANGSTROEM)
C  -1.967156  0.504473  -0.318897  -0.363
Se  -0.540834  -0.912625  -0.286538  0.838
C  0.980624  0.201716  -0.936949  -0.529
C  1.239545  0.339061  -2.475081  -0.138
C  0.609951  1.669380  -0.296413  -0.860
O  0.174751  1.705087  0.843325  -0.098
O  0.731384  2.587788  -1.096552  -0.053
H  -2.307543  0.553287  0.664123  -0.012
H  -1.451502  1.447562  -0.578063  0.023
H  -2.570899  0.397022  -1.167372  -0.017
H  1.740285  -0.087671  -0.208001  0.057
H  2.273772  0.743116  -2.740975  0.090
H  0.878111  -0.567897  -2.953959  0.040
H  0.677994  1.198212  -2.706921  0.025

Cartesian forces (eV/Å) of the 2 atoms listed first:
C 2.969 0.384 -1.388
Se -0.289 0.530 -0.977

The frontier orbital gap is 7.268 eV. For the LUMO energy, the calculation gives 0.1234 Ha. As for the total charge: -1. Its electronic energy is -2708.54247 Ha. As for the spin multiplicity: 1.